[1]
2 unconnected molecules or ions with the total composition C5H8IN at a distorted geometry. Source: the OMol25 dataset; level of theory: wB97M-V/def2-TZVPD.

The calculation puts the strongest force on any atom at 4.07 eV/Å. Its energy above the lowest of the compared OMol25 structures with the same formula, charge and spin is 3.6596 eV. For the HOMO energy (alpha / beta), the calculation gives -8.3 / -8.3 eV.

Geometry as ORCA input:
```
! RIJCOSX wB97M-V def2-TZVPD def2/J DEFGRID3
* xyz 0 1
C -0.0536 1.6783 0.7159
C 2.0223 0.5913 -1.7339
C 0.2172 0.7857 -0.1875
C -0.7892 -1.3239 1.1763
C -1.0466 -1.0611 -0.2690
N 1.3183 0.2381 -0.7538
I -2.9509 -0.3369 -0.5655
H 0.5063 2.5773 1.1400
H -1.0456 1.6380 1.1585
H 2.9356 0.1338 -2.0299
H 1.8595 1.4149 -2.4320
H 0.2740 -1.5607 1.4721
H -1.3614 -2.2669 1.4566
H -1.1777 -0.5688 1.8214
H -0.7080 -1.9391 -0.9691
*
```

Atom charges from the Löwdin analysis, given in e for atoms 1 to 6: -0.0293 -0.0278 -0.2701 -0.3058 -0.7267 -0.0164

[2]
C20H27N5O2 in the gas phase at a distorted geometry. Source: the OMol25 dataset; level of theory: wB97M-V/def2-TZVPD.

The calculation puts the strongest force on any atom at 1.28 eV/Å. Its energy above the lowest of the compared OMol25 structures with the same formula, charge and spin is 0.6641 eV. For the HOMO energy, the calculation gives -7.8 eV. Its SMILES is COCCCn1c(N)c(C(=O)NCCC(C)C)c2nc3ccccc3nc21.

Geometry as ORCA input:
```
! RIJCOSX wB97M-V def2-TZVPD def2/J DEFGRID3
* xyz 0 1
C 2.7781 -5.7630 -0.7303
O 2.6887 -4.9723 -1.8863
C 1.5654 -4.1222 -1.8853
C 1.5843 -3.3041 -3.1729
C 0.3217 -2.4531 -3.3215
N 0.1781 -1.5008 -2.2501
C 0.8844 -0.3373 -2.0696
N 1.8161 0.1354 -2.9067
C 0.5313 0.2722 -0.8659
C 1.0665 1.5546 -0.4333
O 1.8708 2.1899 -1.1198
N 0.6091 1.9655 0.7643
C 0.9415 3.2413 1.3452
C -0.2887 4.1457 1.4444
C -0.0194 5.4572 2.1884
C 0.9584 6.3470 1.4247
C -1.3341 6.2021 2.4157
C -0.4354 -0.5651 -0.2572
N -1.1002 -0.4676 0.8733
C -1.9581 -1.4855 1.1272
C -2.7075 -1.4595 2.3194
C -3.5809 -2.4705 2.6113
C -3.7459 -3.5492 1.7297
C -3.0348 -3.6064 0.5620
C -2.1295 -2.5837 0.2313
N -1.4408 -2.6720 -0.9403
C -0.6259 -1.6825 -1.1539
H 1.9009 -6.4136 -0.6243
H 3.6726 -6.3727 -0.8384
H 2.8636 -5.1428 0.1709
H 1.5963 -3.4582 -1.0069
H 0.6378 -4.7130 -1.8248
H 1.6578 -3.9905 -4.0169
H 2.4739 -2.6722 -3.1711
H -0.5643 -3.0913 -3.2838
H 0.3366 -1.9219 -4.2790
H 1.9016 -0.1927 -3.8515
H 2.1459 1.0624 -2.6298
H -0.0809 1.3818 1.2207
H 1.7008 3.6838 0.6977
H 1.3683 3.0870 2.3434
H -1.0754 3.5963 1.9688
H -0.6512 4.3654 0.4380
H 0.4163 5.2171 3.1653
H 0.5796 6.5539 0.4263
H 1.9312 5.8726 1.3329
H 1.0906 7.2937 1.9440
H -1.1607 7.1250 2.9643
H -2.0312 5.5915 2.9851
H -1.7960 6.4518 1.4629
H -2.5670 -0.6223 2.9860
H -4.1522 -2.4443 3.5277
H -4.4412 -4.3369 1.9802
H -3.1468 -4.4260 -0.1313
*
```

Atom charges from the Löwdin analysis, given in e for atoms 1 to 6: -0.1170 -0.1890 -0.2476 -0.1375 -0.1292 0.0247

[3]
2 unconnected molecules or ions with the total composition C3H9NO3 at a distorted geometry. Source: the OMol25 dataset; level of theory: wB97M-V/def2-TZVPD.

The calculation puts the strongest force on any atom at 4.31 eV/Å. Its energy above the lowest of the compared OMol25 structures with the same formula, charge and spin is 3.8446 eV. For the HOMO energy, the calculation gives -8.8 eV. Its SMILES is O=CCNCO.O.

Geometry as ORCA input:
```
! RIJCOSX wB97M-V def2-TZVPD def2/J DEFGRID3
* xyz 0 1
O 1.3275 -1.4403 -1.6465
C 0.7391 -0.5112 -1.1613
C 0.6936 0.0559 0.2602
N 0.8341 -0.5776 1.5976
C -0.3313 -1.2243 2.1544
O 0.2874 -2.2811 2.8685
H 0.4386 0.2372 -1.9138
H 0.0359 1.0248 0.3701
H 1.6360 0.6577 -0.0607
H 1.7177 -1.1837 1.5980
H -0.8948 -0.2749 2.5818
H -0.8848 -1.6902 1.3407
H 0.1546 -2.1316 3.8519
O -1.6162 3.2466 -3.6790
H -1.5489 2.9551 -4.6419
H -2.5884 3.1375 -3.5200
*
```

Atom charges from the Löwdin analysis, given in e for atoms 1 to 6: 0.0326 -0.2985 -0.1888 -0.0998 -0.3186 -0.0643

[4]
A molecular structure, C8H17N5O3 at a distorted geometry. Source: the OMol25 dataset; level of theory: wB97M-V/def2-TZVPD.

The calculation puts the strongest force on any atom at 6.08 eV/Å. Its energy above the lowest of the compared OMol25 structures with the same formula, charge and spin is 8.8043 eV. For the HOMO energy, the calculation gives -8.0 eV.

Geometry as ORCA input:
```
! RIJCOSX wB97M-V def2-TZVPD def2/J DEFGRID3
* xyz 0 1
C -0.3961 -1.2703 0.7711
C -1.4018 -1.0902 -0.4403
C 0.2943 -0.0941 1.5869
C 0.7040 1.2052 0.7736
C 1.7500 1.0166 -0.2536
C 4.0903 0.2898 -0.1825
C -3.8008 -0.2691 -0.8989
C -4.6804 0.5179 0.0109
H 1.0174 -3.0590 0.6903
H 0.1389 -2.3094 -1.0037
H -0.9585 -1.8702 1.4624
H 1.1291 -0.6824 1.9738
H -0.4458 0.2547 2.4350
H -0.2940 1.5604 0.2500
H 1.1834 1.8149 1.6376
H 1.3489 0.5394 -1.0918
H 1.9434 2.0401 -0.7538
H 2.3134 -0.8855 -0.0796
H 4.0051 -1.6380 -0.8942
H 4.2898 2.4596 0.2802
H 5.5218 1.9721 -0.8088
H -3.0861 -0.4914 0.9105
H -4.5993 -1.1566 -1.4519
H -3.3354 0.3036 -1.8896
H -5.5882 1.7185 -1.4340
N 0.6472 -2.0300 0.1139
N 2.8008 0.1272 0.0460
N 4.8246 -0.7580 -0.3339
N 4.5624 1.6116 -0.4076
N -2.7870 -0.7914 -0.1017
O -1.0502 -0.9097 -1.6077
O -4.6969 0.1253 1.1993
O -5.4441 1.7486 -0.5078
*
```

Atom charges from the Löwdin analysis, given in e for atoms 1 to 6: -0.3584 -0.3507 -0.1435 -0.1862 -0.3058 -0.6939

[5]
4 unconnected molecules or ions with the total composition C3H11N2O3 at a distorted geometry. Source: the OMol25 dataset; level of theory: wB97M-V/def2-TZVPD.

The calculation puts the strongest force on any atom at 1.36 eV/Å. Its energy above the lowest of the compared OMol25 structures with the same formula, charge and spin is 0.4167 eV. For the HOMO energy, the calculation gives -13.9 eV.

Geometry as ORCA input:
```
! RIJCOSX wB97M-V def2-TZVPD def2/J DEFGRID3
* xyz 1 1
C -0.7449 -1.7277 -0.5296
C -2.0386 -1.3417 -0.4511
N -2.0429 0.0280 -0.4964
C -0.7903 0.4853 -0.4826
N 0.0143 -0.5638 -0.4521
H -0.2737 -2.6786 -0.3658
H -3.0127 -1.7927 -0.5635
H -2.8609 0.6183 -0.3636
H -0.6485 1.5542 -0.4849
H 1.0229 -0.5019 -0.6572
H 3.0918 -0.0066 0.8448
H 3.2591 -1.1574 -0.0833
O 2.6357 -0.4412 0.1085
H 5.1415 1.1454 1.5525
H 5.7651 -0.1838 1.8228
O 5.0960 0.2238 1.2687
H -4.7307 2.1165 -0.9981
H -4.6175 2.3800 0.5213
O -4.2658 1.8437 -0.1903
*
```

Atom charges from the Löwdin analysis, given in e for atoms 1 to 6: -0.0135 -0.0280 0.0985 -0.0475 0.1055 0.1331

[6]
3 unconnected molecules or ions with the total composition C3H11NO3 at a distorted geometry. Source: the OMol25 dataset; level of theory: wB97M-V/def2-TZVPD.

The calculation puts the strongest force on any atom at 6.05 eV/Å. Its energy above the lowest of the compared OMol25 structures with the same formula, charge and spin is 2.0763 eV. For the HOMO energy (alpha / beta), the calculation gives 0.8 / -3.5 eV.

Geometry as ORCA input:
```
! RIJCOSX wB97M-V def2-TZVPD def2/J DEFGRID3
* xyz -1 2
C -0.8806 -0.4775 1.7139
N -0.4239 -0.4148 0.3636
C -1.4451 0.1178 -0.5290
C -0.8512 0.7731 -1.8644
O -0.2725 0.0772 -2.6386
H -0.7410 0.5462 2.1582
H -1.8366 -0.7613 1.9522
H -0.1220 -1.1255 2.1090
H -0.1064 -1.3625 0.3323
H -1.8674 1.0008 0.0795
H -2.2153 -0.5674 -0.8232
H -1.2611 1.7677 -2.2042
H 2.2549 1.4569 0.7189
H 0.8242 1.1574 0.5471
O 1.3771 1.8782 0.6927
H 3.2744 -1.5700 -0.7082
H 2.0233 -0.8895 -1.2447
O 2.2693 -1.6068 -0.6550
*
```

Atom charges from the Löwdin analysis, given in e for atoms 1 to 6: -0.2141 -0.1716 -0.2573 -0.4920 -0.1551 0.0843